Entry 1:
This record from the Open Molecules 2025 dataset describes a gas-phase ion, C4H10N3O (charge +1) at a distorted geometry. The level of theory is the ωB97M-V functional and the def2-TZVPD basis.

Values from the calculation:
DFT total energy = -397.4807 Ha
total charge = +1
E_LUMO (alpha / beta) = -0.126 / -0.305 Ha
<S²> = 2.008
largest force on an atom = 0.087 Eh/bohr
energy relative to the best compared isomer or geometry (same formula, charge and spin) = 158.8 kJ/mol
2S+1 = 3
M = 116.14 g/mol
orbital gap (alpha / beta) = 6.85 / 5.91 eV

```
18
Properties=species:S:1:pos:R:3:forces:R:3:nbo_charge:R:1
O -2.47547 -1.05770 -0.23334 -3.6 -2.5 -0.8 -0.08
N -1.32274 1.10848 1.27086 -1.0 2.1 3.6 -0.73
N -0.36385 -1.87151 0.01552 0.7 0.6 0.0 -0.50
N 1.44664 -0.45372 0.51235 2.1 0.7 1.1 -0.81
C 1.11979 -1.77552 0.15068 -1.0 -1.0 2.8 -0.03
C -1.28611 -0.96679 0.00379 2.4 2.2 0.1 0.58
C -1.34528 1.39964 -1.05008 -1.5 -1.2 -1.2 -0.67
C -1.12417 0.50105 0.12190 0.7 1.7 -2.1 0.07
H -0.62370 -2.76689 -0.24236 -1.0 -2.2 -0.4 0.42
H 1.15769 -0.23231 1.50183 0.5 -0.4 -1.4 0.38
H 1.57679 -2.11549 -0.75710 0.2 0.1 -0.5 0.23
H -1.24491 0.59860 2.12214 -0.2 0.1 0.7 0.39
H 2.49897 -0.40091 0.48674 -1.5 0.4 0.0 0.40
H 1.30992 -2.55365 0.99849 -0.1 1.0 -1.5 0.19
H -1.72026 2.08293 1.32472 0.9 -1.8 -0.1 0.43
H -0.48434 1.11219 -1.66318 -0.2 1.6 -0.6 0.25
H -1.66234 2.43269 -0.78343 1.7 -0.4 0.1 0.25
H -2.28900 1.22746 -1.63919 0.7 -0.8 0.2 0.23
```
Forces are in eV/Å.


Entry 2:
This record from the Open Molecules 2025 dataset describes 2 unconnected molecules or ions with the total composition C7H11N at a distorted geometry. The level of theory is the ωB97M-V functional and the def2-TZVPD basis.

Values from the calculation:
DFT total energy = -327.8785 Ha
total charge = 0
E_LUMO = 0.006 Ha
largest force on an atom = 0.058 Eh/bohr
energy relative to the best compared isomer or geometry (same formula, charge and spin) = 550.0 kJ/mol
2S+1 = 1
M = 109.17 g/mol
orbital gap = 8.02 eV

```
19
Properties=species:S:1:pos:R:3:forces:R:3:nbo_charge:R:1
N 3.83663 0.24290 0.51638 1.6 0.2 0.2 -0.74
C 2.00571 -0.53029 -1.10798 0.3 0.6 0.9 -0.29
C -0.92276 1.93601 -0.07781 -0.1 0.0 -0.1 -0.59
C -1.61821 0.58852 -0.23175 0.2 0.2 0.0 -0.48
C -1.19505 -1.91550 0.22586 0.1 -0.1 0.0 -0.68
C 1.29371 -0.14425 -0.04372 -2.7 -1.1 0.3 -0.06
C 2.73421 -0.02441 0.01720 -1.3 -0.2 -0.3 0.24
C -0.96013 -0.48885 0.56000 2.7 0.7 -0.8 0.06
H -1.19687 -2.07582 -0.85012 0.0 0.0 -0.1 0.22
H -2.65653 0.68935 0.11668 0.0 -0.1 0.0 0.23
H -1.65425 0.30653 -1.28679 -0.1 -0.1 0.0 0.21
H -0.78630 -0.26380 1.60315 0.0 0.0 0.1 0.20
H -0.90640 2.24245 0.96549 0.0 0.1 0.1 0.20
H -0.44333 -2.55430 0.68190 0.0 -0.1 0.0 0.24
H -1.42608 2.70333 -0.66062 -0.1 0.1 0.0 0.21
H -2.17080 -2.22520 0.61494 -0.1 0.0 0.0 0.23
H 2.09428 -0.93877 -2.08723 -0.2 -0.2 -0.5 0.22
H 3.86466 0.60101 1.46384 -0.4 0.0 0.0 0.35
H 0.10752 1.85109 -0.41942 0.0 0.1 0.0 0.23
```
Forces are in eV/Å.


Entry 3:
This record from the Open Molecules 2025 dataset describes a molecular structure, C20H17N5O2PPtSe3Te at a distorted geometry. The level of theory is the ωB97M-V functional and the def2-TZVPD basis.

Values from the calculation:
DFT total energy = -9129.6429 Ha
total charge = -1
E_LUMO = 0.059 Ha
largest force on an atom = 0.029 Eh/bohr
energy relative to the best compared isomer or geometry (same formula, charge and spin) = 237.8 kJ/mol
2S+1 = 1
M = 949.92 g/mol
orbital gap = 5.13 eV

```
50
Properties=species:S:1:pos:R:3:forces:R:3:nbo_charge:R:1
Pt 1.42291 1.58431 -1.08849 -0.3 -0.5 -0.9 0.24
Te 0.16911 3.63741 -2.21979 -0.2 -0.2 -0.6 0.61
Se 2.81191 3.34821 -2.25379 0.6 0.0 0.2 -0.21
Se 3.45861 1.06581 -2.37169 0.2 0.0 -0.2 -0.40
Se -0.52139 3.03861 -4.42969 -0.2 -0.1 0.0 -0.64
P -0.06689 -0.08699 -0.56929 0.6 0.5 -0.3 1.15
O -2.09409 3.28251 -0.22139 -0.3 0.5 0.3 -0.69
O -1.38869 1.42911 -1.20269 -0.8 -0.1 0.2 -0.75
N 2.45971 1.41941 2.58931 0.8 -0.4 0.4 -0.61
N 0.56951 2.83341 2.77811 0.3 -0.4 0.6 -0.29
N 1.67181 2.80401 0.87551 0.4 0.2 1.0 -0.12
N 0.73971 3.72241 0.77101 0.1 0.5 0.2 -0.28
N 1.55381 2.30371 2.08151 -1.0 0.9 -0.6 0.16
C -2.52069 -1.48759 -3.54019 -0.1 0.0 -0.1 -0.22
C -1.83449 1.24651 1.04071 0.2 -0.3 -0.2 -0.12
C -1.09589 -1.14729 -1.64309 0.1 0.0 0.1 -0.37
C -2.93789 -2.69729 -3.01079 0.0 -0.1 0.0 -0.22
C -1.47039 -2.38879 -1.14009 0.0 0.1 -0.1 -0.15
C 3.08701 -2.46299 -1.29959 0.0 0.0 0.0 -0.23
C 3.23211 -2.00019 1.04231 0.2 0.0 0.1 -0.22
C -1.07059 -0.79809 2.03111 0.1 0.0 -0.1 -0.16
C -1.05529 0.08651 0.95841 0.0 0.2 0.3 -0.36
C -2.38999 -3.16199 -1.82429 -0.1 -0.1 0.0 -0.23
C -1.84759 -0.52529 3.14471 0.0 -0.1 0.2 -0.23
C -1.59569 -0.71289 -2.86389 0.1 0.1 0.1 -0.16
C 3.80151 -2.50959 -0.11129 0.1 0.0 0.1 -0.22
C -2.58539 1.53321 2.16681 0.1 0.0 0.0 -0.18
C 0.07881 3.71831 1.92141 0.3 -0.1 0.1 0.12
C 1.97571 -1.41889 1.00741 -0.4 -0.1 0.0 -0.25
C -1.80649 2.09021 -0.19709 -0.2 -0.1 -0.3 0.76
C 1.25961 -1.33149 -0.18149 0.1 0.0 0.0 -0.38
C 1.84071 -1.87469 -1.33089 -0.2 -0.2 0.1 -0.13
C -2.58899 0.64261 3.22471 -0.1 0.0 0.0 -0.20
H -1.28619 0.24131 -3.26689 0.0 0.1 0.0 0.26
H -0.49629 -1.71149 1.99531 0.0 -0.1 0.0 0.21
H -3.16299 2.44431 2.19901 -0.1 0.1 -0.1 0.23
H 4.80101 -2.92049 -0.08729 0.0 -0.1 0.0 0.21
H -3.19179 0.83761 4.10001 0.0 0.0 0.1 0.21
H 1.99591 0.76101 3.20841 -0.1 0.1 -0.3 0.38
H 2.92761 0.95141 1.81091 -0.3 0.1 0.1 0.41
H -1.04789 -2.73459 -0.20509 0.0 -0.1 0.0 0.20
H -0.75169 4.35511 2.13281 -0.3 0.1 0.0 0.22
H -3.69479 -3.28219 -3.51489 0.0 -0.1 -0.1 0.20
H 1.31141 -1.78479 -2.27119 0.1 0.0 -0.1 0.22
H -2.93919 -1.12239 -4.46859 0.0 0.0 -0.1 0.21
H 1.54581 -1.01959 1.91861 0.1 0.0 0.0 0.20
H 3.52251 -2.84229 -2.21169 0.0 -0.1 -0.1 0.21
H 3.77901 -2.01429 1.97581 0.1 -0.1 0.1 0.20
H -1.87409 -1.22859 3.96651 0.0 -0.1 0.0 0.20
H -2.70069 -4.11249 -1.41529 0.0 -0.1 0.0 0.20
```
Forces are in eV/Å.


Entry 4:
This record from the Open Molecules 2025 dataset describes a molecular structure, C4H10N2O3 at a distorted geometry. The level of theory is the ωB97M-V functional and the def2-TZVPD basis.

Values from the calculation:
DFT total energy = -493.3483 Ha
total charge = 0
E_LUMO = 0.018 Ha
largest force on an atom = 0.142 Eh/bohr
energy relative to the best compared isomer or geometry (same formula, charge and spin) = 884.2 kJ/mol
2S+1 = 1
M = 134.13 g/mol
orbital gap = 9.70 eV

```
19
Properties=species:S:1:pos:R:3:forces:R:3:nbo_charge:R:1
O 1.82169 0.48361 -1.35696 1.8 -5.4 -1.3 -0.65
O -1.39150 0.44531 -1.76651 -0.5 -1.8 4.2 -0.64
O -2.30903 -0.98962 -0.23832 1.2 -1.1 -4.7 -0.64
N 2.16906 -0.60832 -0.24802 -2.3 -1.6 -3.9 -0.34
N -0.02256 1.76009 0.42724 2.1 5.6 -4.0 -0.89
C -0.77733 0.64801 0.68794 -4.0 0.1 0.6 -0.14
C -1.47695 -0.01918 -0.57073 0.7 4.9 -1.0 0.74
C 0.13592 -0.33832 1.34068 -3.7 -5.8 -2.6 -0.46
C 0.79447 -1.10473 0.10596 -1.5 -2.8 -2.3 -0.20
H 2.36662 -1.48279 -0.98727 0.1 3.4 2.1 0.36
H 0.82678 -2.64085 0.07741 0.1 4.6 0.7 0.19
H -0.05411 2.30695 1.31264 0.4 0.3 -1.8 0.38
H -0.05382 -0.97126 -0.99735 3.5 -0.7 3.3 0.22
H -2.20124 -1.26463 -1.30061 -1.9 -0.4 3.1 0.52
H -1.60195 1.17693 1.35668 0.5 -2.6 -0.8 0.20
H -0.22867 2.36552 -0.57928 0.2 -2.2 4.2 0.41
H 1.60953 1.33430 -1.10250 -0.5 2.4 2.6 0.48
H 0.87352 0.02771 1.90712 2.6 1.7 2.2 0.23
H -0.48042 -1.12874 1.93189 1.1 1.3 -0.8 0.22
```
Forces are in eV/Å.


Entry 5:
This record from the Open Molecules 2025 dataset describes 2 unconnected molecules or ions with the total composition C4H10NS2 at a distorted geometry. The level of theory is the ωB97M-V functional and the def2-TZVPD basis.

Values from the calculation:
DFT total energy = -1009.1613 Ha
total charge = +1
E_LUMO = -0.161 Ha
largest force on an atom = 0.107 Eh/bohr
energy relative to the best compared isomer or geometry (same formula, charge and spin) = 274.9 kJ/mol
2S+1 = 1
M = 136.27 g/mol
orbital gap = 8.49 eV

```
17
Properties=species:S:1:pos:R:3:forces:R:3:nbo_charge:R:1
S -2.13349 -1.82043 0.07461 -1.5 0.6 -1.2 0.14
S -3.58875 0.78217 0.02117 1.1 0.6 0.1 0.27
N 0.68444 -0.71947 -0.80018 -0.6 1.5 -1.1 -0.45
C 0.32325 1.47265 0.20084 5.4 -0.5 1.1 -0.71
C -2.17186 -0.10915 -0.06133 -0.4 -1.1 0.6 -0.57
C 0.17606 0.48930 -0.84109 1.3 -1.8 3.2 0.32
C 1.34144 -1.33967 0.35753 0.3 0.6 -0.8 -0.44
H 0.69690 -1.12044 1.16608 -0.6 -0.6 1.2 0.23
H -0.06217 2.38392 0.00088 -1.3 2.8 -1.2 0.25
H -0.05450 1.21205 1.11463 -1.1 -1.1 2.3 0.26
H -3.43214 -2.31551 -0.28887 1.3 0.7 0.7 0.14
H 2.20658 -0.76489 0.51700 1.3 1.1 0.4 0.23
H -0.28656 0.87617 -1.65744 -1.1 0.1 -2.9 0.22
H 0.46950 -1.15416 -1.66592 0.3 -1.5 -0.5 0.43
H 1.78889 -2.33695 0.28822 -1.2 -0.1 -0.5 0.27
H 1.48432 1.67354 0.49531 -2.4 -0.5 -1.0 0.26
H -2.93319 2.00396 0.18387 -0.7 -0.9 -0.3 0.14
```
Forces are in eV/Å.


Entry 6:
This record from the Open Molecules 2025 dataset describes a molecular structure, C6H5N3O5S at a distorted geometry. The level of theory is the ωB97M-V functional and the def2-TZVPD basis.

Values from the calculation:
DFT total energy = -1170.1337 Ha
total charge = -2
E_LUMO = 0.215 Ha
largest force on an atom = 0.063 Eh/bohr
2S+1 = 1
M = 231.19 g/mol
orbital gap = 6.18 eV

```
20
Properties=species:S:1:pos:R:3:forces:R:3:nbo_charge:R:1
S 2.38229 -1.76093 0.23795 0.9 2.1 1.0 2.42
O 2.09278 1.84975 -1.19128 0.1 0.5 -1.6 -0.56
O 2.14096 -2.18937 1.60295 -0.6 -0.3 -0.4 -0.98
O 3.76525 -1.31767 0.04218 -1.4 0.3 -0.1 -0.96
O 1.88793 -2.57501 -0.84206 -0.7 -0.3 -0.2 -0.98
O 3.08339 2.74326 0.53715 0.7 1.4 -0.3 -0.59
N 1.81849 1.09786 0.84972 -1.7 -2.0 1.9 -0.29
N 1.12137 0.07657 0.23874 2.1 -2.3 -0.2 -0.42
N 2.32603 1.90559 0.01273 0.6 0.3 0.0 0.58
C -1.00316 1.19388 0.29671 -2.3 -0.6 0.0 -0.31
C -0.91723 -1.09802 -0.32256 1.5 -0.8 0.0 -0.29
C -2.41084 1.11253 0.14547 2.0 1.7 1.2 -0.20
C -2.24841 -1.10836 -0.58057 -0.9 -1.4 0.2 -0.19
C -3.00707 -0.00043 -0.27980 0.2 -1.3 -0.7 -0.37
C -0.20540 0.05596 0.13049 -0.3 0.3 -0.7 0.19
H -2.96034 -1.95592 -0.87691 2.0 0.5 0.1 0.17
H -2.96462 1.95354 0.52971 -0.3 0.4 -0.4 0.18
H -0.25970 -1.92948 -0.48128 -0.1 -0.6 -0.2 0.23
H -0.67801 2.15577 0.52848 1.2 1.2 0.6 0.21
H -3.96370 -0.20951 -0.57784 -2.9 0.7 0.0 0.17
```
Forces are in eV/Å.


- Number 3 is which compound?
  C20H17N5O2PPtSe3Te


- Which value of DFT total energy does entry 1 give?
  -397.4807 Ha


- 2S+1 of number 5 (C4H10NS2)?
  1